The molecule C5H7N. Source: the Open Molecules 2025 dataset; level of theory: ωB97M-V/def2-TZVPD.

Values from the calculation:
Relative energy (zero: lowest compared OMol25 entry of this formula, charge and spin), eV: 3.260
Lowest unoccupied orbital energy, eV: 1.144
E_tot, hartree: -249.3534
Orbital gap, Ha: 0.392
SMILES: C#CC/N=C/C
Charge: 0

Last column: Mulliken charge in e.
Positions of all 13 atoms, in Å:
C  2.8617  -0.1954  0.0145  0.10
C  1.7911  0.3230  -0.1820  -0.35
C  0.6232  1.1891  -0.4663  -0.62
N  -0.4534  0.8975  0.4458  -0.46
C  -1.2036  0.0096  -0.0406  0.01
C  -1.7391  -1.0268  0.8626  -0.93
H  3.8413  -0.5849  0.1957  0.41
H  0.9097  2.1917  -0.2083  0.28
H  0.3675  1.0917  -1.5361  0.36
H  -1.3527  -0.0886  -1.1284  0.36
H  -1.1833  -0.9684  1.8033  0.28
H  -2.8003  -0.8764  1.0161  0.29
H  -1.5546  -2.0041  0.4004  0.28

Forces on the atoms, in the same order (eV/Å):
-0.473 0.256 -0.077
0.608 0.279 -0.006
0.423 0.929 -0.098
0.662 -1.325 -0.173
-0.248 -0.271 0.249
-0.541 -0.072 0.200
-0.314 -0.089 -0.033
0.580 0.678 -0.518
-0.041 0.160 0.216
0.303 -0.282 0.077
-0.349 -0.026 -0.138
-0.394 -0.371 0.211
-0.218 0.131 0.090